No. 1
This record from the Open Molecules 2025 dataset describes a molecular structure, C4H6O3Pm. The level of theory is the ωB97M-V functional and the def2-TZVPD basis.

```
14
Properties=species:S:1:pos:R:3
O 0.96338 -0.39680 -1.55274
O -1.07021 -0.32026 -0.70565
O 0.26017 1.38856 -0.54088
C -0.94328 -1.00896 0.54376
C -2.21924 -1.70929 0.83036
C -0.01177 0.26692 -1.21642
H -2.22844 -2.04987 1.87321
H -3.08694 -1.04413 0.67008
H -2.35861 -2.59470 0.18396
Pm 1.20641 -0.81171 1.50118
C 1.23442 2.27317 -1.11866
H 1.68604 2.03196 -2.08560
H 2.06923 2.30358 -0.41127
H 0.70823 3.22536 -1.22269
```

## Properties
ΔE to the lowest compared entry with this formula, charge and spin, kJ/mol: 180.9
Charge: +2
Spin multiplicity: 6
LUMO energy (alpha / beta), eV: -10.18 / -10.06
Highest occupied orbital energy (alpha / beta), Ha: -0.631 / -0.701
⟨S²⟩: 8.76
HOMO-LUMO gap (alpha / beta), eV: 6.979 / 9.006

No. 2
This record from the Open Molecules 2025 dataset describes a molecular structure, C4H6O3Sn. The level of theory is the ωB97M-V functional and the def2-TZVPD basis.

```
14
Properties=species:S:1:pos:R:3
H 1.81644 2.54999 0.10999
O -0.36793 0.36776 -1.05464
Sn 2.67324 1.10063 0.21622
O 1.49142 -0.34739 -0.08345
C 0.36586 -0.49565 -0.49370
O -0.38592 -1.63237 -0.07356
C 0.18641 -2.62997 0.43008
C -1.74578 0.60997 -0.86710
C -2.10830 1.88888 -0.82722
H -0.40744 -3.54936 0.46030
H 1.25339 -2.58116 0.68492
H -3.13296 2.11069 -0.52950
H -2.30235 -0.24798 -0.49850
H -1.65135 2.60646 -1.50902
```

## Properties
ΔE to the lowest compared entry with this formula, charge and spin, kJ/mol: 269.2
Charge: +2
LUMO energy, eV: -11.77
Highest occupied orbital energy, Ha: -0.610
HOMO-LUMO gap, eV: 4.840

No. 3
This record from the Open Molecules 2025 dataset describes a molecular structure, C4H6O3Y. The level of theory is the ωB97M-V functional and the def2-TZVPD basis.

```
14
Properties=species:S:1:pos:R:3
H 0.89365 -1.70994 0.87964
C 0.76222 -0.67157 1.21934
C -0.42189 -0.01565 0.74644
H -1.37034 -0.28141 1.23274
H 0.30622 -0.21978 2.27768
O 2.08106 -0.08041 1.16226
O 2.53052 0.24903 2.49703
Y 2.74557 2.34398 1.91359
C -1.74580 0.11638 -1.70288
C -0.65747 0.14118 -0.89482
O -1.71040 0.18539 -3.10717
H -2.77744 0.14548 -1.33795
H 0.29781 0.08272 -1.44955
H -0.93371 -0.28540 -3.43636
```

## Properties
Charge: -1
LUMO energy, eV: 2.84
Highest occupied orbital energy, Ha: -0.073
HOMO-LUMO gap, eV: 4.837

No. 4
This record from the Open Molecules 2025 dataset describes a molecular structure, C4H6O3Y. The level of theory is the ωB97M-V functional and the def2-TZVPD basis.

```
14
Properties=species:S:1:pos:R:3
C -2.45716 -0.19559 1.89616
C -1.48616 0.45973 2.20304
H -3.30108 -0.85180 1.74890
H -0.79325 1.22530 2.51938
H -0.87579 -0.81996 0.72008
Y 0.42967 -3.42280 -1.23297
O 1.28694 -1.27255 -1.55338
C 0.47070 -0.67483 -0.83917
O -0.27212 -1.43157 -0.05770
O 0.43657 0.58305 -0.57994
C 1.46757 1.44298 -1.12017
H 1.22670 2.44029 -0.74801
H 2.44134 1.11614 -0.74350
H 1.42607 1.40161 -2.21270
```

## Properties
ΔE to the lowest compared entry with this formula, charge and spin, kJ/mol: 92.5
Charge: +3
LUMO energy, eV: -16.27
Highest occupied orbital energy, Ha: -0.774
HOMO-LUMO gap, eV: 4.779